Entry from the Open Molecules 2025 dataset: a 13-piece molecular cluster, C54H111O28PS12 overall at a distorted geometry (wB97M-V/def2-TZVPD).

```
206
Properties=species:S:1:pos:R:3:forces:R:3
C 1.53616 -2.39233 -5.87290 0.4 -0.9 -0.1
C 2.88441 -3.15759 -6.07459 -0.3 -1.6 0.3
C 3.61723 -3.39932 -4.74826 -1.0 1.6 0.2
S 2.33757 -3.24388 -3.47035 0.3 0.2 -0.7
O 2.95575 -2.56560 -2.34786 -0.4 -0.3 0.4
O 1.61689 -4.48878 -3.28751 0.2 0.1 0.2
C 1.29814 -2.10006 -4.37876 1.0 0.2 -1.2
H 0.76916 -3.06516 -6.25030 -0.2 0.3 -0.1
H 1.56276 -1.48334 -6.46516 -0.3 0.2 0.2
H 3.54927 -2.76017 -6.83432 0.0 0.4 0.1
H 2.59858 -4.15901 -6.40876 0.1 0.1 -0.3
H 4.19508 -2.50462 -4.50577 0.5 -0.3 0.0
H 4.15557 -4.33271 -4.65335 0.1 0.0 0.1
H 1.76074 -1.11400 -4.29484 -0.5 0.1 0.9
H 0.25939 -2.22488 -4.09444 0.0 0.3 0.3
C 3.32097 -4.34903 0.80400 0.1 0.0 0.3
C 3.34610 -5.57923 -0.13616 0.5 0.6 0.2
C 2.45659 -6.65717 0.48071 -1.5 -0.1 -0.8
S 1.69512 -6.01254 1.96919 0.3 0.7 0.8
O 2.51653 -6.30021 3.12642 -0.2 -0.1 -0.2
O 0.27654 -6.30847 2.02407 0.3 -0.2 -0.2
C 1.94268 -4.32324 1.45201 -0.2 0.1 -0.5
H 3.51461 -3.39884 0.30768 0.0 -0.1 -0.3
H 4.08854 -4.46003 1.57370 -0.1 0.0 0.1
H 4.37564 -5.89596 -0.29638 0.0 -0.2 0.1
H 2.96733 -5.27556 -1.11145 -0.2 -0.1 0.0
H 2.81532 -7.67590 0.58083 0.3 0.1 0.3
H 1.53351 -6.70642 -0.11180 0.3 -0.3 -0.2
H 1.79915 -3.57404 2.22646 0.1 -0.3 0.3
H 1.16385 -4.15328 0.70181 0.1 0.0 0.0
C 5.40860 2.89050 -2.70976 0.4 0.1 -0.1
C 4.70075 1.88799 -1.78508 -1.8 1.1 -0.6
C 4.37846 0.60284 -2.54103 1.6 -0.2 0.2
S 4.12303 1.06023 -4.27364 0.4 0.6 0.7
O 2.72468 1.33500 -4.49094 -0.2 -0.3 0.1
O 4.80775 0.14688 -5.15779 -0.1 -0.1 0.1
C 5.02037 2.65468 -4.16016 0.3 -0.5 -1.0
H 6.48509 2.80339 -2.54793 0.0 0.0 -0.3
H 5.13584 3.92404 -2.48435 0.0 -0.1 0.4
H 3.74096 2.36299 -1.54808 0.1 -0.2 0.4
H 5.26718 1.76450 -0.87416 0.0 -0.4 0.0
H 3.58037 -0.02156 -2.15135 -0.3 0.2 -0.1
H 5.29997 0.01106 -2.49614 -0.1 -0.2 -0.4
H 4.40540 3.42464 -4.62639 -0.4 -0.1 0.3
H 5.87173 2.57868 -4.83846 0.1 -0.3 0.2
C -1.80070 -7.12908 -1.41397 -0.2 0.4 0.7
C -3.15840 -6.40046 -1.37480 0.2 -0.5 -1.2
C -2.90125 -4.93059 -1.13406 0.2 0.4 0.7
S -1.26245 -4.53502 -1.79862 -0.8 -1.4 0.0
O -0.41761 -4.09488 -0.70315 -0.2 0.4 -0.5
O -1.44097 -3.75824 -3.00955 0.4 0.3 0.3
C -0.83985 -6.27038 -2.21240 0.1 1.0 -0.3
H -1.91041 -8.13471 -1.81192 0.1 0.0 -0.1
H -1.43665 -7.19282 -0.38375 0.1 -0.2 0.0
H -3.85309 -6.86934 -0.68424 0.1 0.3 0.3
H -3.61686 -6.50111 -2.36598 0.0 0.0 0.0
H -2.80368 -4.70073 -0.07291 -0.1 0.0 0.0
H -3.65032 -4.28841 -1.58587 0.1 0.2 0.0
H 0.21745 -6.37402 -1.98637 0.0 -0.1 0.0
H -0.99065 -6.28924 -3.29157 0.0 -0.3 0.0
C 0.38193 0.95711 5.60393 0.5 -1.5 -0.2
C -0.05193 -0.38556 4.97145 -0.5 -1.2 0.3
C -1.56961 -0.34634 4.88648 -0.9 0.6 -1.0
S -2.17139 0.55738 6.32058 1.1 0.0 0.5
O -2.67216 -0.35433 7.32056 -0.1 0.2 -0.3
O -2.96613 1.69007 5.89799 0.1 -0.1 0.0
C -0.50137 1.13540 6.82182 -0.8 0.1 -0.3
H 0.33693 1.71220 4.82197 0.0 0.4 0.3
H 1.40010 0.77548 5.94836 0.2 0.6 -0.2
H 0.20258 -1.27001 5.57095 0.2 0.4 0.5
H 0.41667 -0.65147 4.02373 -0.1 0.6 -0.3
H -2.16384 -1.25649 4.82070 0.4 -0.3 0.2
H -1.88655 0.25633 4.02634 0.0 0.1 0.1
H -0.15193 0.46076 7.59941 -0.2 0.1 0.2
H -0.64123 2.14841 7.19073 0.2 0.0 0.1
C -1.05204 -0.15441 -0.70816 0.6 0.6 -0.1
C -0.88554 1.33460 -0.34360 -0.6 0.2 -0.7
C -0.13086 1.30376 0.95005 0.5 -0.7 1.4
S 1.25679 0.15615 0.62144 -1.0 -0.4 -1.9
O 1.43908 -0.80748 1.68434 0.1 0.4 0.3
O 2.38844 0.86676 0.06273 0.2 0.1 0.7
C 0.39625 -0.62461 -0.79275 0.2 -0.4 -0.2
H -1.62926 -0.27618 -1.62094 0.3 -0.1 -0.2
H -1.57188 -0.68900 0.08425 -0.1 0.0 0.2
H -1.84519 1.85161 -0.37089 0.0 -0.1 0.7
H -0.30629 1.89875 -1.08504 0.1 -0.4 -0.2
H -0.67443 0.72266 1.70669 -0.2 0.3 0.0
H 0.25125 2.20969 1.42046 0.0 0.1 -0.3
H 0.56050 -1.70210 -0.79684 0.0 0.0 0.3
H 0.87085 -0.21488 -1.68570 0.0 0.1 0.0
C 1.27645 4.03171 -3.27615 0.7 -1.5 0.8
C 1.82852 5.42633 -3.55734 -1.0 0.5 -0.1
C 1.88689 5.61498 -5.07305 0.7 0.2 -0.9
S 0.83126 4.36446 -5.85270 0.0 0.0 0.3
O 1.61210 3.35260 -6.51897 0.2 0.1 0.1
O -0.18452 5.06069 -6.60867 0.0 -0.2 0.1
C 0.17142 3.76313 -4.27249 -0.1 1.5 -1.0
H 0.92861 3.89050 -2.24595 -0.3 0.6 -0.1
H 2.06798 3.27291 -3.30799 0.0 0.1 -0.6
H 2.74822 5.64200 -3.01845 0.2 -0.1 -0.2
H 1.08773 6.15575 -3.21567 0.1 -0.1 0.3
H 2.86738 5.55530 -5.55298 0.1 -0.4 0.3
H 1.49991 6.56136 -5.44882 -0.2 0.0 0.4
H -0.30875 2.80542 -4.43801 0.2 -0.2 0.4
H -0.55450 4.57208 -4.12367 -0.4 -0.5 0.2
C 5.38150 -0.49374 2.56749 -0.3 0.0 0.8
C 6.06593 -1.82913 2.25978 0.6 0.7 -0.5
C 7.44974 -1.45883 1.70117 0.6 0.6 -0.4
S 7.30962 0.19500 0.86444 -1.2 -0.9 1.2
O 7.31347 0.02325 -0.56959 0.4 0.2 0.0
O 8.16086 1.15170 1.53234 -0.1 -0.1 -0.4
C 5.57534 0.40568 1.37791 0.2 0.3 -0.1
H 5.80627 -0.09353 3.49459 0.4 0.3 -0.3
H 4.31869 -0.54441 2.81881 0.0 -0.5 -0.3
H 5.54312 -2.36831 1.47337 -0.3 -0.3 0.3
H 6.21727 -2.37993 3.18219 -0.3 -0.5 -0.2
H 7.87366 -2.09163 0.92448 -0.3 -0.3 0.1
H 8.18874 -1.37916 2.49623 0.0 0.3 0.0
H 4.97401 0.06479 0.53508 0.0 0.0 0.0
H 5.33783 1.44492 1.59276 0.2 0.1 -0.1
C -4.77924 -1.20134 -3.88340 -0.8 -0.3 0.0
C -5.18041 -0.29607 -2.71034 0.0 0.0 0.3
C -4.85531 1.12365 -3.11912 0.6 1.0 -0.7
S -3.39356 1.03141 -4.21163 -0.9 -1.3 0.9
O -2.22255 1.40811 -3.43896 0.0 0.4 -0.6
O -3.79321 1.59688 -5.47408 0.7 0.3 0.1
C -3.39906 -0.78051 -4.35377 0.0 0.1 -0.1
H -5.49207 -1.12244 -4.71023 0.0 0.3 0.0
H -4.83529 -2.25377 -3.60141 0.3 0.0 0.1
H -4.60957 -0.61785 -1.83414 0.1 0.3 0.0
H -6.22279 -0.35665 -2.39912 -0.1 -0.2 -0.3
H -4.63931 1.86986 -2.35418 0.1 -0.4 0.3
H -5.55883 1.61827 -3.79169 -0.4 -0.5 0.1
H -2.59909 -1.16606 -3.72289 0.0 0.0 0.0
H -3.25576 -1.05020 -5.39710 0.3 0.1 0.0
C -4.08718 4.74210 -0.47168 -0.8 -0.7 -0.7
C -4.20881 6.23073 -0.79325 0.7 -0.3 -0.4
C -2.86400 6.81905 -0.35791 0.4 -0.4 0.3
S -1.67919 5.72372 -1.23220 -1.2 -0.1 -0.1
O -0.43798 5.54918 -0.50706 -0.1 0.2 -0.1
O -1.64161 6.03632 -2.64414 0.2 0.3 0.3
C -2.72700 4.27484 -0.98881 1.2 -0.3 2.1
H -4.87739 4.13854 -0.92854 -0.1 0.3 -0.2
H -4.18602 4.49811 0.58664 0.2 0.5 0.1
H -5.09719 6.66951 -0.35273 0.1 0.3 0.1
H -4.20677 6.31290 -1.88469 -0.6 0.2 0.0
H -2.70664 6.64576 0.71012 0.1 0.0 0.0
H -2.64195 7.85789 -0.58319 -0.1 0.0 -0.3
H -2.24003 3.89785 -0.07948 0.2 -0.3 -0.3
H -2.60431 3.49113 -1.73245 -0.3 0.4 -0.5
C 4.18206 3.87944 0.91087 0.3 0.6 0.8
C 3.56348 5.02468 0.10892 -1.5 -1.1 -0.4
C 2.31957 5.47294 0.89295 0.8 0.2 -0.1
S 2.87511 5.44787 2.61495 -0.6 -0.5 -0.6
O 1.89882 4.62619 3.30874 0.5 -0.1 0.2
O 3.18892 6.75340 3.12587 0.2 0.0 0.0
C 4.37788 4.46364 2.31402 0.4 0.5 0.0
H 5.12315 3.58587 0.45001 0.1 -0.2 0.2
H 3.52436 3.01478 1.00496 -0.1 0.0 -0.5
H 3.17804 4.56849 -0.80760 0.3 0.5 -0.3
H 4.24324 5.84523 -0.09841 0.2 0.0 0.0
H 1.51781 4.74761 0.80295 0.0 -0.1 0.1
H 1.91868 6.43149 0.57785 0.1 0.2 0.3
H 4.54816 3.77709 3.14020 -0.3 -0.2 0.0
H 5.22238 5.15528 2.30504 -0.1 0.2 0.1
C -0.75546 4.62381 4.67340 1.0 -0.6 0.2
C -1.58172 5.55213 5.58308 -0.5 0.9 -1.2
C -3.05870 5.18069 5.43060 0.4 0.0 -0.4
S -3.20212 4.89776 3.64223 -0.2 -0.5 0.9
O -3.13202 6.15561 2.93167 0.1 0.0 0.0
O -4.30140 4.00158 3.36754 0.1 0.2 -0.3
C -1.65171 4.01829 3.58019 -0.5 -0.9 0.9
H -0.34507 3.80310 5.27382 -0.4 -0.1 0.0
H 0.17746 5.01600 4.26787 -0.6 0.7 0.0
H -1.53507 6.55549 5.14623 0.4 0.1 0.3
H -1.26625 5.60264 6.61947 0.1 -0.2 0.0
H -3.72686 6.00092 5.67670 -0.2 -0.1 0.2
H -3.29169 4.24766 5.94309 -0.3 0.0 -0.2
H -1.30492 3.82130 2.56936 0.3 0.6 -0.1
H -1.97058 3.04879 3.98134 -0.2 0.0 -0.3
C -3.51854 -7.53004 2.33547 -0.3 -0.2 -0.2
C -4.48084 -6.42624 2.72430 0.0 0.0 -0.4
O -4.72119 -5.63273 1.51903 0.0 0.3 0.4
P -5.02214 -4.07386 1.70023 -0.1 -0.7 -1.0
O -5.34787 -3.41402 0.42826 0.2 0.0 0.2
O -6.17886 -4.05202 2.77053 0.4 0.5 0.6
C -7.54404 -4.07612 2.36627 -1.1 -0.6 -0.2
C -8.43828 -3.72027 3.53013 -0.4 0.5 -0.4
O -3.72591 -3.57404 2.44233 -0.5 0.4 0.2
C -2.89755 -2.47727 1.98324 0.6 -0.7 0.0
C -1.47214 -2.90856 2.31171 -0.3 0.2 0.2
H -4.04366 -8.28758 1.74857 0.0 0.0 0.1
H -2.72353 -7.14379 1.70016 0.2 0.2 0.2
H -3.08708 -8.01392 3.21100 0.0 0.1 0.0
H -5.45767 -6.80564 3.03013 0.1 -0.1 0.1
H -4.08920 -5.80647 3.53265 0.1 0.1 -0.2
H -7.72436 -3.43161 1.50733 0.3 0.2 0.1
H -7.82659 -5.08334 2.03846 0.4 -0.1 0.0
H -8.31426 -2.66988 3.79790 0.3 -0.2 0.4
H -9.48476 -3.78445 3.21731 0.1 -0.2 -0.2
H -8.33147 -4.41150 4.36232 0.3 0.2 0.2
H -2.99325 -2.34832 0.90306 -0.3 0.0 0.1
H -3.21416 -1.56485 2.48931 0.0 0.0 0.0
H -0.76407 -2.15027 1.97972 0.2 0.0 0.1
H -1.36477 -3.08584 3.38235 0.0 0.2 0.1
H -1.22562 -3.85358 1.83125 -0.1 0.0 -0.2
```
Positions in Å, forces in eV/Å.

As for the spin multiplicity: 1. As for the HOMO-LUMO gap: 9.8522 eV. The LUMO energy comes out at 0.216 eV. The calculation puts the largest force on an atom at 2.39 eV Å⁻¹. For the relative energy (zero: lowest compared OMol25 entry of this formula, charge and spin), the calculation gives 0.0 kJ/mol.

Löwdin atomic charge list, values in e, 99 entries: number 1, C, carries -0.179; number 2, C, carries -0.194; number 3, C, carries -0.200; number 4, S, carries 0.679; number 5, O, carries -0.338; number 6, O, carries -0.329; number 7, C, carries -0.204; number 8, H, carries 0.107; number 9, H, carries 0.114; number 10, H, carries 0.113; number 11, H, carries 0.104; number 12, H, carries 0.086; number 13, H, carries 0.107; number 14, H, carries 0.086; number 15, H, carries 0.085; number 16, C, carries -0.209; number 17, C, carries -0.180; number 18, C, carries -0.209; number 19, S, carries 0.671; number 20, O, carries -0.322; number 21, O, carries -0.342; number 22, C, carries -0.235; number 23, H, carries 0.099; number 24, H, carries 0.106; number 25, H, carries 0.114; number 26, H, carries 0.087; number 27, H, carries 0.111; number 28, H, carries 0.078; number 29, H, carries 0.105; number 30, H, carries 0.068; number 31, C, carries -0.194; number 32, C, carries -0.232; number 33, C, carries -0.206; number 34, S, carries 0.685; number 35, O, carries -0.327; number 36, O, carries -0.324; number 37, C, carries -0.192; number 38, H, carries 0.119; number 39, H, carries 0.103; number 40, H, carries 0.088; number 41, H, carries 0.070; number 42, H, carries 0.075; number 43, H, carries 0.106; number 44, H, carries 0.092; number 45, H, carries 0.103; number 46, C, carries -0.201; number 47, C, carries -0.202; number 48, C, carries -0.218; number 49, S, carries 0.702; number 50, O, carries -0.340; number 51, O, carries -0.339; number 52, C, carries -0.205; number 53, H, carries 0.119; number 54, H, carries 0.104; number 55, H, carries 0.103; number 56, H, carries 0.121; number 57, H, carries 0.074; number 58, H, carries 0.098; number 59, H, carries 0.079; number 60, H, carries 0.108; number 61, C, carries -0.202; number 62, C, carries -0.209; number 63, C, carries -0.241; number 64, S, carries 0.687; number 65, O, carries -0.316; number 66, O, carries -0.327; number 67, C, carries -0.205; number 68, H, carries 0.104; number 69, H, carries 0.119; number 70, H, carries 0.125; number 71, H, carries 0.089; number 72, H, carries 0.096; number 73, H, carries 0.092; number 74, H, carries 0.107; number 75, H, carries 0.097; number 76, C, carries -0.177; number 77, C, carries -0.216; number 78, C, carries -0.203; number 79, S, carries 0.704; number 80, O, carries -0.335; number 81, O, carries -0.326; number 82, C, carries -0.191; number 83, H, carries 0.094; number 84, H, carries 0.097; number 85, H, carries 0.095; number 86, H, carries 0.122; number 87, H, carries 0.094; number 88, H, carries 0.099; number 89, H, carries 0.085; number 90, H, carries 0.103; number 91, C, carries -0.235; number 92, C, carries -0.199; number 93, C, carries -0.214; number 94, S, carries 0.673; number 95, O, carries -0.325; number 96, O, carries -0.329; number 97, C, carries -0.203; number 98, H, carries 0.096; number 99, H, carries 0.081